No. 1
Entry from the OMol25 dataset: a structure of composition C25H14Cl5N5Pt (wB97M-V/def2-TZVPD).

Each line ends with the Löwdin charge.
Cartesian coordinates (Å):
Pt  -1.13135  0.32593  -1.71147  1.002
N  6.45105  0.38390  5.48783  0.161
C  5.61983  0.37953  4.69398  -0.183
C  4.58036  0.37022  3.71037  -0.228
C  3.58470  1.34605  3.73893  -0.010
C  2.57383  1.32854  2.79692  -0.010
C  2.54089  0.34527  1.80763  -0.173
C  3.54607  -0.62218  1.78332  -0.013
C  4.55573  -0.61711  2.72664  -0.011
C  1.46027  0.32728  0.79308  -0.031
C  1.83499  0.36518  -0.55431  -0.245
C  3.14020  0.54888  -1.09500  -0.024
C  3.01854  0.52273  -2.46526  -0.070
C  1.64876  0.32834  -2.73380  -0.171
N  0.95124  0.23734  -1.60915  -0.117
C  0.14332  0.27727  1.26471  -0.254
C  -0.28467  0.09766  2.61311  -0.028
C  -1.65858  0.14474  2.60682  -0.068
C  -2.03924  0.35533  1.26474  -0.147
N  -0.97800  0.42237  0.47225  -0.054
H  3.61262  2.11179  4.50217  0.123
H  1.80863  2.09253  2.81102  0.129
H  3.51503  -1.39747  1.02963  0.127
H  5.32933  -1.37281  2.71099  0.122
H  4.04306  0.70196  -0.52790  0.109
H  3.80311  0.61769  -3.19788  0.096
H  1.16291  0.23951  -3.69576  0.106
H  0.35305  -0.08573  3.46200  0.110
H  -2.32000  0.05930  3.45414  0.095
H  -3.03740  0.47566  0.86825  0.102
Cl  -4.49465  -1.44980  -1.72588  0.710
C  -4.37045  0.27750  -1.78874  -0.695
C  -3.12086  0.86865  -1.93232  -0.370
C  -3.14325  2.26280  -2.02712  -0.706
Cl  -1.58440  3.01166  -2.21519  0.696
C  -4.28434  3.04105  -1.95401  -0.711
Cl  -4.19620  4.75358  -2.05372  0.696
C  -5.51280  2.40295  -1.78827  -0.708
Cl  -6.95503  3.32951  -1.65768  0.687
C  -5.55697  1.01279  -1.72540  -0.709
Cl  -7.07856  0.22288  -1.57703  0.683
N  -1.71103  -2.73539  -1.27732  -0.034
C  -1.31601  -4.01930  -1.29544  -0.086
C  -0.23006  -4.08831  -2.13727  -0.059
C  -0.04449  -2.77322  -2.58876  -0.140
N  -0.96159  -1.97104  -2.07119  -0.074
H  -2.51173  -2.32603  -0.82729  0.058
H  -1.81357  -4.77914  -0.71733  0.120
H  0.35138  -4.95795  -2.38717  0.096
H  0.70631  -2.39293  -3.26087  0.103

Properties
Spin multiplicity: 1
LUMO level in eV: -1.1387
Maximum force in Eh/bohr: 0.0190
HOMO level in eV: -7.94



No. 2
Entry from the OMol25 dataset: a structure of composition C25H14Cl5O2PSbSe4Ta (wB97M-V/def2-TZVPD).

Each line ends with the Löwdin charge.
Cartesian coordinates (Å):
Ta  0.21262  -0.14654  0.46686  1.103
O  3.92642  -0.94833  0.92048  0.118
C  3.03652  -0.58451  1.62217  -0.474
O  1.96845  0.08794  1.05490  -0.364
C  2.93955  -0.75762  3.08852  -0.139
C  4.12917  -1.01747  3.75748  0.024
C  4.13129  -1.21147  5.13045  -0.014
C  2.93920  -1.17032  5.83401  -0.018
C  1.74094  -0.93498  5.17029  -0.043
C  1.72548  -0.71350  3.79916  -0.261
P  0.10597  -0.41863  3.03281  1.007
C  -1.14290  -1.38475  3.87688  -0.391
C  -1.47536  -2.62679  3.33364  -0.110
C  -2.40416  -3.43216  3.97204  -0.046
C  -2.99514  -3.00212  5.15246  -0.034
C  -2.65548  -1.77225  5.70246  -0.039
C  -1.72823  -0.95947  5.07053  -0.091
C  -0.25432  1.35173  3.17130  -0.369
C  -1.57910  1.80963  3.21579  -0.103
C  -1.84009  3.16661  3.18528  -0.043
C  -0.79127  4.07850  3.09703  -0.032
C  0.52198  3.63290  3.05733  -0.051
C  0.79477  2.27436  3.09239  -0.078
H  5.04808  -1.05911  3.18857  0.136
H  5.06234  -1.40112  5.64631  0.127
H  2.93308  -1.33006  6.90362  0.126
H  0.81576  -0.93708  5.73258  0.107
H  -1.00380  -2.96844  2.41792  0.073
H  -2.66456  -4.39417  3.55227  0.120
H  -3.71981  -3.63188  5.65066  0.123
H  -3.11042  -1.44715  6.62817  0.122
H  -1.46192  -0.00629  5.50955  0.118
H  -2.40014  1.10781  3.28412  0.106
H  -2.86240  3.51857  3.23989  0.126
H  -1.00081  5.14012  3.07528  0.125
H  1.33582  4.34335  3.00640  0.124
H  1.82313  1.93434  3.07888  0.112
Cl  -2.45383  -0.49497  0.70925  0.710
C  -2.29486  1.17042  0.11127  -0.652
C  -0.98452  1.55662  -0.06712  -0.427
C  -0.77784  2.89580  -0.38707  -0.700
Cl  0.83500  3.45744  -0.61451  0.705
C  -1.84888  3.77620  -0.52706  -0.694
Cl  -1.57461  5.41560  -0.90920  0.767
C  -3.16644  3.31528  -0.34509  -0.682
Cl  -4.47711  4.38257  -0.51229  0.788
C  -3.40594  1.97888  -0.00192  -0.709
Cl  -4.97420  1.38257  0.29848  0.772
Se  2.50131  -3.61216  -3.48309  0.208
Sb  1.99064  -1.68786  -2.04169  0.135
Se  3.96132  -3.06928  -1.56527  0.207
Se  1.47217  0.66266  -2.05744  0.193
Se  0.01792  -2.36262  -0.51879  0.182

Properties
Spin multiplicity: 1
Net charge: +2
LUMO level in eV: -8.2966
Maximum force in Eh/bohr: 0.0176
HOMO level in eV: -14.13



No. 3
Entry from the OMol25 dataset: a structure of composition C25H16Br4ClN6O6ReSSe (wB97M-V/def2-TZVPD).

Each line ends with the Löwdin charge.
Cartesian coordinates (Å):
Re  -0.26781  0.64223  -0.34480  1.495
Br  -2.02915  3.44890  5.74295  0.768
C  -1.05115  2.74046  4.30502  -0.747
C  0.34626  2.73135  4.32975  -0.749
Br  1.28177  3.43175  5.80022  0.765
C  1.06107  2.21518  3.24726  -0.643
Br  2.93614  2.11449  3.20716  0.815
C  0.37381  1.74512  2.14511  -0.389
O  0.97624  1.31783  1.01416  -0.401
C  -1.02019  1.72549  2.12904  -0.391
O  -1.60314  1.23140  1.00796  -0.322
C  -1.73522  2.21868  3.20371  -0.652
Br  -3.61029  2.16978  3.08299  0.816
O  -3.88203  2.71666  -4.53383  0.151
C  -3.30726  3.72936  -3.90405  -0.490
O  -3.48399  4.87055  -4.22296  0.114
C  -2.28891  3.39808  -2.85118  -0.015
C  -1.55748  4.34606  -2.13660  -0.560
Cl  -1.56987  6.02501  -2.21148  0.891
N  -0.73140  3.70672  -1.28534  -0.037
N  -0.88056  2.37749  -1.42433  -0.002
C  -1.82963  2.18070  -2.34126  -0.107
C  -2.23846  0.75121  -2.51837  -0.532
O  -3.04635  0.40551  -3.35316  0.121
O  -1.58023  -0.06583  -1.74268  -0.189
C  0.09088  4.27683  -0.25232  -0.235
C  -0.53881  4.84282  0.84496  -0.015
C  0.24205  5.42238  1.83254  -0.045
C  1.62540  5.41416  1.71423  -0.059
C  2.23682  4.83427  0.61035  -0.062
C  1.46709  4.26338  -0.39095  -0.009
H  -3.60703  1.83164  -4.19797  0.076
H  -1.61972  4.83670  0.91520  0.133
H  -0.22961  5.87272  2.69598  0.122
H  2.23285  5.85684  2.49257  0.118
H  3.31483  4.83253  0.52683  0.116
H  1.92162  3.82694  -1.27179  0.124
Se  3.03770  0.11084  -0.48215  1.226
N  1.50481  0.23866  -1.45271  -0.387
C  1.81427  0.07258  -2.74173  -0.310
C  0.91903  0.08037  -3.84647  -0.002
C  1.42922  -0.08968  -5.09309  -0.028
C  2.82816  -0.28004  -5.33454  -0.046
C  3.71264  -0.31028  -4.31288  0.001
C  3.22284  -0.14050  -2.98091  -0.360
N  3.99662  -0.16014  -1.91171  -0.208
H  -0.14070  0.18944  -3.69582  0.092
H  0.75511  -0.08977  -5.93952  0.121
H  3.16794  -0.40650  -6.35298  0.117
H  4.77274  -0.45939  -4.46051  0.126
C  -3.42125  -3.88419  0.34339  -0.038
N  -2.09758  -3.28187  0.28768  -0.024
C  -1.82579  -2.04838  0.67609  -0.761
N  -2.78504  -1.26075  1.12401  0.176
S  -0.15086  -1.55860  0.67239  0.714
H  -3.33076  -4.93823  0.10190  0.099
H  -4.09520  -3.41736  -0.37695  0.101
H  -3.83491  -3.79979  1.34910  0.099
H  -1.33332  -3.80532  -0.10696  0.132
H  -3.75364  -1.53113  1.06600  0.122
H  -2.55636  -0.31975  1.43814  0.064

Properties
Spin multiplicity: 4
Net charge: +1
LUMO level (spin up / spin down) in eV: -4.2793 / -4.8104
Maximum force in Eh/bohr: 0.0151
HOMO level (spin up / spin down) in eV: -10.75 / -10.97



No. 4
Entry from the OMol25 dataset: a structure of composition C25H16BrN3O2V in a non-equilibrium geometry (wB97M-V/def2-TZVPD).

Each line ends with the Löwdin charge.
Cartesian coordinates (Å):
V  1.42162  0.21189  0.68169  1.212
C  3.19271  -0.77812  -3.02594  0.009
C  3.07106  -0.41334  -1.68683  -0.035
N  1.92923  -0.56954  -1.01873  -0.017
C  0.83832  -1.09194  -1.65512  -0.143
C  0.88091  -1.48187  -3.00399  -0.120
C  2.10484  -1.30654  -3.68472  0.074
C  -0.29570  -2.03085  -3.56529  0.020
C  -1.42013  -2.16561  -2.79515  -0.017
C  -1.45174  -1.77901  -1.44145  0.047
C  -0.32429  -1.25062  -0.85393  -0.183
N  -0.06934  -0.85989  0.45877  -0.016
C  -0.61942  -1.36992  1.63662  -0.166
C  -1.86333  -1.88732  1.91686  0.048
C  -2.13189  -2.42933  3.18946  -0.016
C  -1.17718  -2.48526  4.16762  0.021
C  0.10603  -1.93881  3.92924  -0.121
C  1.17936  -1.95723  4.84479  0.077
C  2.38240  -1.37342  4.51187  0.006
C  2.51500  -0.73976  3.28025  -0.043
N  1.52900  -0.72270  2.37869  -0.033
C  0.34273  -1.33930  2.68209  -0.134
H  4.13622  -0.63471  -3.53192  0.132
H  3.90994  0.01272  -1.14832  0.140
H  2.18352  -1.59684  -4.72524  0.145
H  -0.29256  -2.34571  -4.60060  0.135
H  -2.31502  -2.58986  -3.22967  0.129
H  -2.37167  -1.89552  -0.88865  0.114
H  -2.65215  -1.88799  1.17954  0.115
H  -3.11958  -2.82253  3.38666  0.129
H  -1.38714  -2.93941  5.12700  0.136
H  1.04955  -2.43577  5.80788  0.146
H  3.21577  -1.38457  5.19877  0.132
H  3.43567  -0.22545  3.02699  0.138
Br  -4.31954  4.58862  -3.11270  0.822
C  -2.78299  4.09794  -2.13311  -0.660
C  -2.25641  2.82015  -2.28765  -0.102
C  -1.14222  2.46188  -1.55616  -0.011
C  -0.54135  3.38451  -0.69566  -0.143
C  -1.06771  4.66828  -0.56556  0.019
C  -2.19924  5.02167  -1.27461  -0.084
C  0.66725  3.03182  0.06188  -0.408
O  1.43877  3.77842  0.58132  0.191
O  0.91798  1.66127  0.16469  -0.147
H  -2.71817  2.12885  -2.97862  0.108
H  -0.71790  1.47267  -1.67274  0.101
H  -0.58309  5.38004  0.08952  0.136
H  -2.62814  6.00803  -1.16985  0.117

Properties
Spin multiplicity: 2
Net charge: +2
LUMO level (spin up / spin down) in eV: -8.3695 / -7.7006
Maximum force in Eh/bohr: 0.0552
HOMO level (spin up / spin down) in eV: -13.85 / -13.86